(1)
Density functional theory data (ωB97M-V/def2-TZVPD) for a structure of composition C49H46Br6LuN9O4PS.

Values from the calculation:
* energy: -20108.13976 Ha
* total charge: -1
* Kohn-Sham gap: 6.1 eV

```
117
C49H46Br6LuN9O4PS, DFT ωB97M-V/def2-TZVPD
Lu 1.79 -22.73 -10.22
Br 4.90 -25.61 -13.36
C 2.95 -25.41 -13.55
C 2.34 -25.68 -14.78
C 1.00 -25.45 -14.99
Br 0.17 -25.92 -16.61
C 0.18 -25.00 -13.92
C -1.19 -24.78 -14.00
C -1.82 -24.14 -12.98
C -1.06 -23.74 -11.86
N 0.27 -23.96 -11.72
C 0.89 -24.61 -12.74
C 2.25 -24.87 -12.50
O 2.78 -24.34 -11.37
H 2.93 -26.11 -15.54
H -1.81 -25.08 -14.83
H -2.85 -23.76 -12.96
H -1.60 -23.25 -11.04
N -3.05 -15.38 -16.35
C -2.61 -16.25 -15.73
C -1.99 -17.31 -14.98
C -2.34 -18.68 -15.06
C -1.69 -19.61 -14.21
C -0.77 -19.28 -13.24
C -0.51 -17.89 -13.15
C -1.07 -17.00 -14.00
C -0.03 -20.20 -12.37
C 1.05 -20.77 -12.95
C 1.40 -20.54 -14.31
C 2.50 -21.34 -14.54
C 2.77 -21.99 -13.37
N 1.91 -21.67 -12.36
C -0.50 -20.33 -11.08
C -1.57 -19.62 -10.51
C -1.55 -19.94 -9.18
C -0.49 -20.82 -8.98
N 0.21 -21.06 -10.09
H -3.00 -19.03 -15.87
H -1.92 -20.60 -14.45
H 0.17 -17.45 -12.40
H -0.78 -15.89 -13.87
H 0.80 -19.97 -15.07
H 3.15 -21.36 -15.45
H 3.51 -22.77 -13.18
H -2.31 -18.99 -11.05
H -2.15 -19.50 -8.45
H -0.15 -21.17 -8.00
Br 0.79 -22.43 -2.93
C 0.72 -22.88 -4.83
C -0.07 -23.89 -5.24
Br -1.24 -24.73 -3.97
C -0.08 -24.36 -6.58
Br -0.99 -25.97 -7.08
C 0.71 -23.74 -7.56
O 0.83 -24.15 -8.81
C 1.49 -22.63 -7.14
O 2.21 -22.07 -8.12
C 1.55 -22.32 -5.78
Br 2.87 -20.92 -5.41
O 4.03 -22.02 -10.20
P 5.34 -21.48 -9.65
N 5.30 -19.80 -9.44
C 3.97 -19.36 -8.82
C 3.11 -18.80 -9.97
C 4.02 -18.81 -11.22
C 5.43 -18.93 -10.62
N 5.82 -22.12 -8.28
C 5.95 -23.60 -8.24
C 6.69 -23.90 -6.95
C 6.20 -22.74 -6.02
C 6.28 -21.58 -7.01
N 6.50 -21.79 -10.82
C 6.16 -22.69 -11.94
C 7.45 -22.68 -12.83
C 8.51 -22.63 -11.74
C 7.92 -21.91 -10.57
H 4.22 -18.68 -7.98
H 3.48 -20.22 -8.36
H 2.76 -17.81 -9.66
H 2.22 -19.45 -10.09
H 3.91 -17.92 -11.83
H 3.87 -19.67 -11.76
H 5.84 -17.98 -10.31
H 6.08 -19.24 -11.41
H 6.39 -23.91 -9.17
H 4.99 -24.11 -8.19
H 7.76 -23.83 -7.10
H 6.42 -24.91 -6.64
H 6.72 -22.50 -5.11
H 5.13 -22.85 -5.81
H 7.30 -21.19 -7.16
H 5.69 -20.74 -6.67
H 5.26 -22.40 -12.45
H 5.97 -23.73 -11.58
H 7.42 -21.72 -13.41
H 7.50 -23.52 -13.54
H 9.39 -22.15 -12.09
H 8.79 -23.71 -11.46
H 8.39 -20.90 -10.50
H 8.18 -22.43 -9.58
C 1.03 -26.95 -10.05
C 2.27 -27.26 -9.30
C 3.13 -28.26 -9.67
C 4.10 -28.56 -8.70
N 4.29 -27.92 -7.58
C 3.50 -26.87 -7.26
S 3.62 -25.92 -5.89
N 2.45 -26.61 -8.15
C 5.10 -29.62 -8.96
H 1.16 -25.91 -10.33
H 0.16 -27.06 -9.39
H 0.93 -27.55 -10.94
H 3.07 -28.78 -10.59
H 1.80 -25.79 -7.94
H 5.99 -29.15 -9.40
H 4.66 -30.34 -9.63
H 5.30 -30.17 -8.08
```

***

(2)
Density functional theory data (ωB97M-V/def2-TZVPD) for a structure of composition C49H47AlAsFN3O3S.

Values from the calculation:
* energy: -5261.62868 Ha
* total charge: +1
* Kohn-Sham gap: 7.9 eV

```
106
C49H47AlAsFN3O3S, DFT ωB97M-V/def2-TZVPD
Al -0.27 1.14 -0.01
C 2.53 -1.73 2.86
C 2.64 -0.41 2.10
C 3.56 0.55 2.86
C 3.10 -0.57 0.65
C 4.13 -1.47 0.37
C 4.62 -1.61 -0.91
C 4.08 -0.86 -1.94
C 3.07 0.06 -1.71
C 2.55 0.88 -2.88
C 3.61 1.89 -3.35
C 2.10 0.02 -4.06
C 2.58 0.21 -0.40
N 1.57 1.20 -0.15
C 1.98 2.54 -0.26
C 3.21 3.08 0.10
C 3.42 4.45 -0.01
C 2.43 5.31 -0.48
C 1.20 4.79 -0.88
C 1.05 3.44 -0.75
F -0.12 2.80 -1.19
H 2.23 -1.54 3.89
H 3.49 -2.25 2.91
H 1.80 -2.40 2.41
H 1.64 0.02 2.07
H 4.57 0.13 2.92
H 3.20 0.72 3.87
H 3.64 1.52 2.36
H 4.55 -2.07 1.17
H 5.42 -2.32 -1.11
H 4.47 -0.98 -2.95
H 1.67 1.43 -2.56
H 4.46 1.37 -3.80
H 3.98 2.49 -2.52
H 3.19 2.57 -4.10
H 2.91 -0.62 -4.43
H 1.79 0.66 -4.89
H 1.27 -0.63 -3.79
H 4.01 2.43 0.43
H 4.38 4.86 0.28
H 2.61 6.37 -0.56
H 0.40 5.40 -1.27
C -1.23 2.50 6.03
C -1.01 2.18 4.59
C -2.00 1.60 3.80
C -1.76 1.33 2.48
N -0.58 1.59 1.89
C 0.38 2.18 2.63
C 0.20 2.48 3.96
H -2.07 1.94 6.44
H -1.45 3.56 6.15
H -0.34 2.29 6.62
H -2.98 1.38 4.22
H -2.53 0.89 1.87
H 1.30 2.43 2.13
H 1.00 2.96 4.51
O -3.84 5.15 -0.16
S -3.92 3.89 0.51
O -4.16 3.83 1.92
N -2.54 3.00 0.20
C -2.85 1.89 -0.38
O -1.95 0.94 -0.62
C -4.27 1.68 -0.74
C -4.86 0.60 -1.37
C -6.23 0.65 -1.57
C -6.98 1.75 -1.16
C -6.38 2.83 -0.52
C -5.02 2.77 -0.33
H -4.26 -0.24 -1.69
H -6.73 -0.18 -2.06
H -8.05 1.76 -1.33
H -6.95 3.69 -0.20
C -3.86 -2.30 -3.59
C -3.93 -2.95 -2.36
C -2.94 -2.74 -1.40
C -1.88 -1.89 -1.67
C -1.85 -1.21 -2.88
C -2.83 -1.41 -3.84
As -0.38 -1.63 -0.44
C -0.88 -2.75 1.06
C -1.08 -4.12 0.89
C -1.53 -4.90 1.95
C -1.77 -4.31 3.19
C -1.54 -2.96 3.37
C -1.10 -2.18 2.31
C 0.94 -2.78 -1.31
C 1.77 -3.60 -0.55
C 2.70 -4.42 -1.18
C 2.83 -4.41 -2.56
C 2.02 -3.58 -3.32
C 1.08 -2.77 -2.70
H -4.62 -2.48 -4.34
H -4.75 -3.62 -2.15
H -3.03 -3.25 -0.45
H -1.06 -0.48 -3.07
H -2.78 -0.88 -4.78
H -0.90 -4.58 -0.07
H -1.68 -5.96 1.81
H -2.12 -4.92 4.01
H -1.71 -2.50 4.34
H -0.89 -1.13 2.46
H 1.68 -3.63 0.52
H 3.32 -5.07 -0.58
H 3.57 -5.04 -3.04
H 2.11 -3.56 -4.40
H 0.43 -2.16 -3.31
```

***

(3)
Density functional theory data (ωB97M-V/def2-TZVPD) for a structure of composition C49H47Cl4O3PRbSSb.

Values from the calculation:
* energy: -4965.51988 Ha
* total charge: -2
* Kohn-Sham gap: 2.7 eV

```
107
C49H47Cl4O3PRbSSb, DFT ωB97M-V/def2-TZVPD
Rb 1.09 -1.34 1.00
Cl 0.89 4.62 5.80
C 1.46 3.32 4.94
C 2.75 2.77 5.22
Cl 3.69 3.61 6.37
C 3.17 1.63 4.51
Cl 4.77 1.12 4.37
C 2.21 0.89 3.66
O 2.29 -0.35 3.49
C 1.10 1.77 3.02
O 0.55 1.41 1.94
C 0.73 2.91 3.78
Cl -0.64 3.85 3.30
C -3.14 -5.61 6.20
C -3.82 -4.38 6.04
C -3.49 -3.49 5.01
C -2.53 -3.81 4.07
C -1.86 -5.04 4.22
C -2.05 -5.84 5.38
P -2.01 -2.74 2.70
C -3.05 -1.30 3.04
C -2.80 -0.45 4.08
C -3.52 0.74 4.20
C -4.63 1.02 3.42
C -4.83 0.19 2.30
C -4.02 -0.94 2.10
C -3.06 -3.77 1.61
C -4.35 -4.30 1.72
C -4.67 -5.40 0.90
C -3.90 -5.74 -0.20
C -2.76 -4.92 -0.59
C -2.01 -5.04 -1.82
C -0.86 -4.29 -1.94
C -0.43 -3.41 -0.92
C -1.16 -3.23 0.20
C -2.27 -4.03 0.42
H -3.49 -6.36 6.94
H -4.56 -4.09 6.85
H -4.04 -2.53 4.92
H -1.07 -5.36 3.45
H -1.36 -6.61 5.59
H -2.12 -0.76 4.86
H -3.17 1.43 4.95
H -5.22 1.84 3.72
H -5.48 0.55 1.45
H -4.08 -1.44 1.18
H -5.06 -3.89 2.39
H -5.50 -6.05 1.10
H -4.17 -6.63 -0.78
H -2.45 -5.63 -2.65
H -0.24 -4.43 -2.80
H 0.58 -3.01 -1.13
C -2.55 5.65 0.57
C -2.71 4.39 -0.34
C -3.87 4.41 -1.37
Sb -0.70 3.53 -1.09
C 0.22 5.48 -1.67
C 1.65 5.51 -1.17
C 0.12 5.82 -3.18
C -0.85 2.42 -3.08
C -2.34 2.39 -3.55
C -0.44 0.94 -2.93
H -3.46 5.84 1.16
H -2.35 6.55 -0.02
H -1.70 5.62 1.26
H -2.93 3.53 0.25
H -3.61 4.74 -2.39
H -4.53 5.18 -1.03
H -4.46 3.45 -1.39
H -0.50 6.15 -1.15
H 2.34 4.90 -1.76
H 1.78 5.01 -0.19
H 2.07 6.51 -1.13
H 0.94 5.40 -3.80
H 0.22 6.92 -3.27
H -0.77 5.41 -3.67
H -0.22 3.09 -3.64
H -2.99 1.97 -2.72
H -2.51 1.77 -4.45
H -2.69 3.41 -3.69
H -0.91 0.54 -2.01
H 0.66 0.76 -2.94
H -0.92 0.39 -3.74
O 3.08 -1.45 -1.46
S 3.97 -0.39 -2.12
C 5.71 -0.89 -1.90
C 6.06 -2.17 -2.30
C 7.39 -2.55 -2.46
C 8.34 -1.62 -2.00
C 8.00 -0.42 -1.41
C 6.70 0.03 -1.49
C 3.99 -0.67 -3.94
C 4.31 0.43 -4.62
C 4.54 0.32 -6.01
C 4.36 -0.92 -6.69
C 3.91 -2.00 -5.92
C 3.64 -1.87 -4.56
H 5.22 -2.83 -2.53
H 7.62 -3.50 -2.94
H 9.40 -1.88 -2.04
H 8.72 0.21 -0.89
H 6.49 1.02 -1.32
H 4.60 1.38 -4.13
H 4.89 1.19 -6.58
H 4.55 -0.91 -7.75
H 3.84 -2.96 -6.38
H 3.22 -2.68 -3.99
```

***

(4)
Density functional theory data (ωB97M-V/def2-TZVPD) for a cluster of 3 separate species, C49H47ClFN4O8P in total.

Values from the calculation:
* energy: -3617.78733 Ha
* SMILES: C=Cc1c([C@H](Cl)CC)c(C[C@@H](C)F)cc2nc(P(=N)(O)O)c(OCCNC[C@H](C)O)nc12.O=C1c2ccccc2C(=O)c2ccccc21.O=C1c2ccccc2C(=O)c2ccccc21
* Kohn-Sham gap: 7.4 eV

```
111
C49H47ClFN4O8P, DFT ωB97M-V/def2-TZVPD
C 4.76 2.92 -0.96
C 3.81 1.98 -0.86
C 4.07 0.52 -0.61
C 4.28 -0.36 -1.65
C 4.27 0.06 -3.11
Cl 5.55 1.28 -3.50
C 2.86 0.57 -3.52
C 1.98 -0.60 -4.03
C 4.51 -1.74 -1.30
C 4.78 -2.83 -2.34
C 6.28 -3.20 -2.27
C 6.73 -4.09 -3.44
F 7.10 -2.09 -2.12
C 4.51 -2.14 -0.01
C 4.31 -1.25 1.06
N 4.33 -1.76 2.33
C 4.17 -0.81 3.22
P 4.15 -1.37 4.98
N 2.71 -1.57 5.53
O 4.92 -0.30 5.90
O 4.98 -2.77 5.03
C 3.98 0.58 2.93
O 3.85 1.43 3.96
C 4.61 2.64 3.83
C 6.06 2.46 3.37
N 6.89 1.64 4.27
C 8.16 1.39 3.55
C 9.35 1.15 4.50
C 10.25 0.01 3.95
O 8.96 0.87 5.84
N 3.92 1.04 1.71
C 4.10 0.09 0.74
H 4.70 3.70 -1.72
H 5.62 2.90 -0.29
H 2.76 2.31 -0.91
H 4.48 -0.78 -3.77
H 2.94 1.34 -4.30
H 2.34 1.01 -2.67
H 0.95 -0.23 -4.11
H 2.29 -0.91 -5.03
H 1.96 -1.44 -3.32
H 4.24 -3.73 -2.03
H 4.52 -2.53 -3.36
H 6.38 -3.80 -1.35
H 6.32 -3.65 -4.37
H 7.81 -4.17 -3.48
H 6.25 -5.07 -3.31
H 4.66 -3.19 0.22
H 2.58 -2.54 5.80
H 4.70 -0.54 6.82
H 5.82 -2.61 4.56
H 4.13 3.38 3.18
H 4.63 3.08 4.83
H 6.15 2.08 2.34
H 6.49 3.49 3.34
H 7.13 2.26 5.04
H 8.39 2.33 3.00
H 8.07 0.60 2.80
H 10.00 2.05 4.48
H 10.86 -0.41 4.76
H 10.95 0.36 3.19
H 9.65 -0.82 3.55
H 9.76 0.59 6.28
O -2.31 -1.69 0.07
C -2.42 -0.49 0.10
C -3.62 0.18 -0.47
C -4.64 -0.60 -1.02
C -5.78 0.01 -1.52
C -5.91 1.39 -1.47
C -4.90 2.17 -0.94
C -3.75 1.57 -0.45
C -2.66 2.42 0.10
O -2.74 3.63 0.07
C -1.46 1.76 0.69
C -0.45 2.53 1.24
C 0.65 1.93 1.82
C 0.74 0.54 1.86
C -0.25 -0.24 1.30
C -1.36 0.36 0.71
H -4.53 -1.67 -1.05
H -6.57 -0.60 -1.94
H -6.81 1.86 -1.85
H -5.00 3.25 -0.91
H -0.53 3.61 1.22
H 1.44 2.53 2.25
H 1.60 0.07 2.32
H -0.18 -1.32 1.32
O -14.28 -0.71 -3.28
C -13.12 -0.62 -2.94
C -12.01 -0.85 -3.91
C -12.32 -1.15 -5.23
C -11.30 -1.33 -6.15
C -9.97 -1.20 -5.76
C -9.66 -0.92 -4.44
C -10.68 -0.75 -3.51
C -10.33 -0.47 -2.09
O -9.17 -0.44 -1.73
C -11.43 -0.22 -1.12
C -11.13 0.08 0.20
C -12.14 0.34 1.10
C -13.47 0.31 0.69
C -13.78 0.00 -0.62
C -12.77 -0.28 -1.53
H -13.35 -1.24 -5.54
H -11.54 -1.55 -7.18
H -9.18 -1.33 -6.48
H -8.63 -0.83 -4.13
H -10.09 0.11 0.52
H -11.90 0.58 2.13
H -14.26 0.52 1.40
H -14.82 -0.03 -0.94
```

***

HOMO level, respectively: -5.0; -10.6; 0.3; -8.5 eV.
LUMO, respectively: 0.0407; -0.1001; 0.1131; -0.0398 hartree.